This record from the Open Molecules 2025 dataset describes a cluster of 2 separate species, C4H11NO in total. The level of theory is ωB97M-V with the def2-TZVPD basis set.

Values from the calculation:
HOMO level   -9.36 eV
Energy   -7862.9119 eV
SMILES   C=CCCN.O

```
! wB97M-V def2-TZVPD RIJCOSX def2/J DEFGRID3
* xyz 0 1
C -0.011 0.773 -1.288
C 0.922 -0.202 -0.548
C 0.911 -0.016 0.971
C -0.227 0.180 1.623
N 0.556 2.156 -1.314
H -1.009 0.868 -0.847
H -0.139 0.431 -2.320
H 1.927 -0.013 -0.926
H 0.524 -1.200 -0.757
H 1.859 -0.036 1.503
H -1.199 0.236 1.160
H -0.242 0.136 2.711
H -0.186 2.839 -1.396
H 1.016 2.331 -0.429
H -0.874 -2.989 1.011
H -2.015 -2.439 0.066
O -1.816 -3.056 0.779
*
```

These are the Mulliken partial charges, in e, on atoms 1 to 6: C -0.327; C -0.526; C -0.150; C -0.692; N -0.667; H 0.252

---

This record from the Open Molecules 2025 dataset describes a cluster of 2 separate species, C2H7N2OP in total. The level of theory is ωB97M-V with the def2-TZVPD basis set.

Values from the calculation:
HOMO level   -9.11 eV
Energy   -16501.0590 eV
SMILES   CP(#N)O.C=N

```
! wB97M-V def2-TZVPD RIJCOSX def2/J DEFGRID3
* xyz 0 1
C -2.629 0.720 0.174
C 2.930 -0.134 0.071
N 0.025 1.116 -0.663
N -2.607 -0.536 -0.004
O 0.324 -1.360 0.310
P 1.036 0.080 -0.220
H -2.784 1.581 -0.630
H -2.867 0.993 1.239
H 3.502 0.229 -0.752
H 3.114 0.506 0.895
H 3.224 -1.130 0.283
H -0.662 -1.201 0.228
H -2.605 -0.865 -0.932
*
```

These are the Mulliken partial charges, in e, on atoms 1 to 6: C -0.064; C -0.863; N -0.538; N -0.631; O -0.530; P 0.608

---

This record from the Open Molecules 2025 dataset describes a cluster of 2 separate species, C10H12BrN2 in total. The level of theory is ωB97M-V with the def2-TZVPD basis set.

Values from the calculation:
HOMO level   -13.06 eV
Energy   -83577.9446 eV

```
! wB97M-V def2-TZVPD RIJCOSX def2/J DEFGRID3
* xyz 1 1
C 2.588 -1.861 1.505
C 2.622 -2.005 0.119
C 1.628 -0.963 2.034
C 1.722 -1.287 -0.710
C 0.678 -0.415 1.228
C 0.623 -0.622 -0.165
C -1.691 1.658 0.332
C -0.265 3.634 0.572
C -0.476 -0.149 -0.959
C -0.703 -0.455 -2.433
N -1.315 0.635 -0.361
N -1.176 2.842 0.268
Br -4.280 -0.933 0.338
H 3.243 -2.300 2.112
H 3.435 -2.496 -0.434
H 1.556 -0.757 3.022
H 1.842 -1.385 -1.725
H -0.143 0.182 1.546
H -2.606 1.480 0.857
H 0.514 3.641 1.281
H -0.136 4.514 0.069
H -1.532 0.133 -2.789
H -0.906 -1.458 -2.502
H 0.327 -0.501 -2.972
H -5.548 -1.133 -0.235
*
```

These are the Mulliken partial charges, in e, on atoms 1 to 6: C -0.506; C -0.617; C -0.772; C -0.399; C -0.330; C 0.728

---

- Number 1 is which compound?
  C4H11NO

---

- Which of these has the highest energy?
  C4H11NO

---

- The lowest energy belongs to which entry?
  C10H12BrN2